Formula: C44H53Cl14N5O10
Source: the Open Molecules 2025 dataset
Level of theory: ωB97M-V/def2-TZVPD

Structure (XYZ):
```
126
C44H53Cl14N5O10 | the Open Molecules 2025 dataset | ωB97M-V/def2-TZVPD
O -0.72164 -7.87321 7.42583
Cl -6.60338 -1.19587 -1.20343
Cl 4.98244 -1.47646 -5.74292
H 2.32370 -2.36497 -0.90987
C 1.50717 -1.66845 -0.78593
C -1.07257 -6.40185 5.66895
C 5.18937 4.61802 -2.94399
C -1.02340 4.81645 -4.01184
C 0.51604 0.43644 -1.21244
H -1.24593 1.99809 4.27697
H -1.61664 -1.12154 -5.37518
O 3.04222 -3.11401 1.70031
Cl -7.14370 0.04240 2.62538
H 1.67932 2.54093 1.30501
Cl 2.68723 -3.37842 -2.66095
H -4.82733 -0.54443 0.18341
C -0.25720 0.37749 -4.53565
N -1.52634 -7.35240 6.70465
C -5.20710 -0.18280 -0.77213
C -4.09218 -0.30791 -1.79969
H -3.87826 6.68881 -4.08053
H 1.80512 -4.87848 4.72597
H 8.24483 5.99532 -3.40206
H 0.61523 1.44731 -1.58935
H 1.90131 3.99573 -0.51982
H 7.15864 2.56081 -1.09282
Cl -2.70149 -6.29789 1.02312
O 4.84831 1.88819 -0.70682
N -2.72591 4.90794 -5.77430
H 3.96224 -0.66642 2.20114
C 1.60496 0.95039 4.02329
H 3.19841 4.23758 0.60206
H -1.84079 0.94568 3.02029
C 2.32645 -1.64453 3.26163
H 4.17684 4.84944 -3.24379
H 0.47294 -3.00134 0.45384
C -5.70849 -1.00475 2.59915
C 1.61194 -0.38843 -1.32798
H -2.99365 -4.90500 -0.93509
C -2.24561 -5.00435 -0.15546
C 6.86558 3.33189 -1.78889
O -1.47940 -2.38054 1.90612
O -2.71608 -7.54484 6.73113
H -1.28978 0.86687 -0.11090
C -0.82909 -1.01966 -4.63688
H -1.15371 -1.33532 -3.64902
O 3.40474 2.74485 -2.04282
H 0.42982 4.84843 -2.45700
H -1.02045 -6.38570 -1.33182
H 0.18532 0.75550 -5.45538
C -0.52687 5.23251 -2.77756
C 0.75981 -5.15385 4.73095
C -2.99579 6.20049 -3.69791
C 3.96283 -2.70440 -4.94862
H 0.48666 -2.19043 4.40096
O -1.97364 4.23619 -6.44896
C 3.54013 -2.13069 -3.61591
C -2.20565 5.35224 -4.49070
C -2.51773 6.50676 -2.43623
H 1.32699 1.94048 4.35297
H 4.37393 -1.82727 -2.99098
N 2.65413 -3.01939 2.85511
H -0.08126 -5.44153 -0.14551
Cl 0.50697 -2.15356 -5.05944
H 3.16424 -2.91646 -5.65237
H 0.99642 -6.50092 6.32808
H -3.38999 3.45859 4.00524
H -3.13333 7.14724 -1.81695
C 1.18511 -1.45762 4.02837
C 2.13910 4.43088 0.45303
N 4.53235 2.63234 -1.61027
C -0.55194 0.13613 -0.41129
H -2.03621 -4.06622 0.35064
Cl -3.51133 -1.97166 -1.91323
H -5.55583 0.82935 -0.57763
H -3.29248 0.32197 -1.39943
H -0.99307 6.29773 -0.95729
C -0.93417 -5.43192 -0.81831
Cl -4.05694 2.38494 2.00048
Cl -1.58397 1.50556 -4.14005
H -2.19546 -4.41391 3.22802
Cl -0.42821 3.42342 0.71140
C -0.14081 -4.54511 3.85434
H 8.86736 3.94192 -2.10325
C -1.98129 -5.77404 4.82387
C 0.28222 -6.07386 5.63705
Cl -0.58285 -4.23734 -2.10539
C 0.41431 -2.02846 -0.01739
Cl -4.50566 -3.30697 1.86415
C -5.95913 -2.31495 1.86245
H -6.34376 -2.25936 0.84857
C 1.26732 3.54815 1.34450
H -4.34191 0.17820 -2.74029
C 2.68452 0.70525 3.18797
O 2.54132 -3.94894 3.61783
H 0.07461 -0.06985 5.17773
C 7.49964 5.30706 -3.02756
H -3.02580 -6.04512 4.83869
H -5.31636 -1.08229 3.60808
H 5.82568 6.41275 -3.86733
C 7.83219 4.22213 -2.25229
Cl 1.66433 6.14440 0.51583
C 3.06812 -0.57963 2.79947
H -4.95612 -0.45944 2.02465
H -0.39735 4.12059 -4.54576
C 5.53906 3.54668 -2.12538
H 0.20797 -3.86111 3.09297
H 1.10109 3.86053 2.37084
C -2.15581 1.65417 3.78289
O -3.85386 5.18080 -6.09500
C -2.90689 2.84794 3.24119
H 2.49619 0.02094 -1.79798
H -6.71078 -2.85735 2.44296
O -2.68297 -0.78907 1.07517
H 2.84435 -1.31018 -3.76634
C 0.89383 -0.17273 4.47687
C -1.49014 -4.80685 3.94700
H 4.60045 -3.58049 -4.86212
N -1.67331 -1.46114 1.13733
H 0.49371 0.46106 -3.74901
C 6.14988 5.55131 -3.30135
H 3.41835 1.48546 3.01554
Cl -3.12005 0.75700 4.97814
C -1.27793 6.06850 -1.97590
C -0.59317 -1.11453 0.22093
H -2.23536 3.60203 2.82526
```

Properties
multiplicity: 1
structure (SMILES): O=[N+]([O-])c1ccccc1.O=[N+]([O-])c1ccccc1.O=[N+]([O-])c1ccccc1.O=[N+]([O-])c1ccccc1.O=[N+]([O-])c1ccccc1.ClCCCl.ClCCCl.ClCCCl.ClCCCl.ClCCCl.ClCCCl.ClCCCl
total energy: -9176.81829 hartree
HOMO level: -9.501 eV
largest force on an atom: 0.0411 Eh/bohr
frontier orbital gap: 8.0 eV